(1)
15
Properties=species:S:1:pos:R:3 method="wB97M-V/def2-TZVPD" total_charge=+1 lumo_ev=-3.434 largest_force_ev_per_a=1.3 orbital_gap_ev=9.5 homo_ev=-12.94
C -1.28 2.98 -0.96
N -1.31 1.49 -0.78
H -1.47 3.43 0.01
H -2.10 3.24 -1.62
H -0.31 3.28 -1.31
H -0.94 1.13 0.12
H -2.26 1.15 -0.90
H -0.82 1.03 -1.56
C 1.47 -0.58 1.88
S -0.06 -0.89 0.94
S 0.74 -1.08 -0.98
H 2.24 -1.21 1.47
H 1.76 0.46 1.76
H 1.37 -0.82 2.93
H 0.20 -2.29 -1.15

(2)
14
Properties=species:S:1:pos:R:3 method="wB97M-V/def2-TZVPD" total_charge=+1 lumo_ev=-3.776 largest_force_ev_per_a=4.7 orbital_gap_ev=11.2 homo_ev=-15.02
N -2.02 0.17 -0.01
C -0.76 -0.55 -0.38
C 0.36 0.47 0.34
Si 2.30 -0.10 0.01
H -1.90 0.20 1.01
H -2.86 -0.43 -0.19
H -2.16 1.05 -0.41
H -0.69 -0.51 -1.45
H -0.76 -1.56 -0.04
H 0.00 1.45 0.07
H 0.23 0.32 1.39
H 2.66 0.34 -1.31
H 2.04 -1.53 0.15
H 3.36 0.40 0.82

(3)
15
Properties=species:S:1:pos:R:3 method="wB97M-V/def2-TZVPD" lumo_ev=0.519 largest_force_ev_per_a=2.0 orbital_gap_ev=9.5 homo_ev=-9.00
C -0.79 1.81 1.21
C -0.38 0.36 1.67
S 1.10 -0.24 0.85
H -0.99 1.92 0.13
H -0.05 2.51 1.57
H -1.74 2.06 1.72
H -0.21 0.35 2.77
H -1.23 -0.30 1.51
H 1.18 0.60 -0.20
O -0.46 -2.30 -1.62
H 0.41 -2.33 -2.04
H -0.42 -1.63 -0.93
O -0.42 0.66 -2.11
H 0.29 0.90 -2.70
H -1.11 0.28 -2.66

(4)
16
Properties=species:S:1:pos:R:3 method="wB97M-V/def2-TZVPD" lumo_ev="-0.646 / -0.576" largest_force_ev_per_a=3.5 orbital_gap_ev="7.0 / 7.1" homo_ev="-7.66 / -7.64"
C 0.67 -0.63 -1.50
C 0.71 -1.53 -0.22
O 0.52 2.02 2.16
O -0.63 -1.93 0.02
Si -0.03 2.34 0.71
Si -1.88 -1.07 0.62
H 0.42 0.28 -1.01
H 1.68 -0.45 -1.87
H -0.10 -0.97 -2.23
H 0.99 -0.91 0.65
H 1.19 -2.51 -0.38
H 1.31 2.34 2.55
H 0.88 2.14 -0.49
H -0.54 3.57 0.32
H -2.51 -0.57 -0.60
H -2.66 -2.12 1.26

(5)
16
Properties=species:S:1:pos:R:3 method="wB97M-V/def2-TZVPD" lumo_ev=0.434 largest_force_ev_per_a=2.9 orbital_gap_ev=11.0 homo_ev=-10.53
O 1.87 -0.44 -0.25
C 1.08 -0.43 0.95
C 0.09 -1.64 1.11
O -0.91 -1.51 0.13
H 1.20 -0.74 -0.88
H 1.78 -0.18 1.75
H 0.39 0.43 0.99
H -0.41 -1.40 2.04
H 0.70 -2.54 0.98
H -0.68 -1.76 -0.77
O -2.29 0.67 -1.43
H -1.58 1.25 -1.73
H -1.91 0.23 -0.65
O -0.10 2.72 -0.97
H 0.70 2.21 -1.15
H 0.07 3.14 -0.12

(6)
20
Properties=species:S:1:pos:R:3 method="wB97M-V/def2-TZVPD" total_charge=-1 lumo_ev=3.072 largest_force_ev_per_a=2.2 orbital_gap_ev=2.9 homo_ev=0.22
C -0.21 -1.15 -1.41
Be -0.99 1.12 1.33
N -1.81 -0.34 1.25
H -1.19 -0.67 -1.51
H -1.33 1.95 2.36
H 0.59 -0.41 -1.53
H -0.12 -1.92 -2.19
H -0.09 -1.64 -0.43
H -2.18 -0.46 0.30
H -2.59 -0.42 1.91
H -1.16 -1.10 1.41
N 3.42 1.75 -0.64
N 2.08 2.04 -0.53
N 1.70 3.31 -0.19
C 0.52 3.10 0.36
N 0.21 1.78 0.46
N 1.27 1.09 -0.04
H 3.54 0.85 -1.07
H 3.91 2.51 -1.09
H -0.13 3.88 0.74

(7)
20
Properties=species:S:1:pos:R:3 method="wB97M-V/def2-TZVPD" total_charge=+1 lumo_ev="-4.127 / -4.266" spin_multiplicity=3 largest_force_ev_per_a=3.2 orbital_gap_ev="7.3 / 7.1" homo_ev="-11.44 / -11.36"
C -1.04 1.83 0.52
Mo 0.34 0.21 0.31
N 1.26 -1.50 -0.81
H -0.17 0.02 -1.44
H 2.27 -1.40 -0.87
H -0.75 -0.46 -0.92
H -1.45 2.21 -0.42
H -0.52 2.63 1.05
H -1.88 1.51 1.15
H 1.06 -2.32 -0.24
H 0.91 -1.68 -1.73
N 1.92 -0.13 5.09
N 1.03 -0.42 4.02
N 0.34 -1.63 4.14
C -0.09 -1.82 2.90
N 0.40 -0.86 2.03
N 1.21 -0.03 2.76
H 2.09 0.86 5.22
H 1.50 -0.49 5.94
H -0.73 -2.66 2.58

(8)
16
Properties=species:S:1:pos:R:3 method="wB97M-V/def2-TZVPD" total_charge=+1 lumo_ev=-3.078 largest_force_ev_per_a=2.0 orbital_gap_ev=11.4 homo_ev=-14.53
C 1.08 0.15 -0.93
N 1.77 1.18 -0.15
C 0.30 -0.90 -0.11
N 0.00 -0.23 1.23
H 0.34 0.76 -1.47
H 1.75 -0.30 -1.65
H 1.65 2.11 -0.57
H 2.79 1.22 -0.16
H -0.65 -1.28 -0.49
H 0.95 -1.75 0.10
H 0.15 -0.94 1.95
H -0.94 0.15 1.27
H 0.69 0.53 1.39
H -3.90 -0.37 0.34
H -3.00 -0.13 -0.85
O -2.99 -0.19 0.11

(9)
16
Properties=species:S:1:pos:R:3 method="wB97M-V/def2-TZVPD" total_charge=+1 lumo_ev=-3.344 largest_force_ev_per_a=2.8 orbital_gap_ev=10.3 homo_ev=-13.64
N -0.23 -0.77 -0.01
C -0.50 0.76 -0.14
C 0.13 1.47 1.14
N 1.45 1.98 0.77
H 0.79 -0.93 0.01
H -0.86 -1.35 0.55
H -0.51 -1.15 -0.93
H 0.08 1.06 -1.08
H -1.52 0.92 -0.42
H -0.67 2.13 1.57
H 0.16 0.70 1.96
H 1.62 2.94 1.03
H 2.13 1.39 1.25
H -0.19 -2.78 -2.42
H -1.31 -3.49 -1.72
O -0.56 -2.87 -1.55

(10)
17
Properties=species:S:1:pos:R:3 method="wB97M-V/def2-TZVPD" total_charge=+2 lumo_ev="-9.527 / -14.101" spin_multiplicity=2 largest_force_ev_per_a=3.3 orbital_gap_ev="10.3 / 5.4" homo_ev="-19.86 / -19.52"
C -0.16 1.43 0.80
N -0.69 -1.85 -0.50
C -0.55 -0.88 0.38
N -0.61 0.38 -0.09
H 0.96 1.53 0.77
H -0.40 1.18 1.85
H -0.65 2.34 0.41
H -0.65 -1.55 -1.48
H -0.63 -2.81 -0.16
H -0.45 -1.02 1.46
H -0.77 0.67 -1.07
H 1.68 0.79 2.81
H 2.77 -0.24 2.44
O 1.88 0.08 2.18
H -0.74 0.72 -3.38
H -0.49 -0.73 -3.57
O -0.48 -0.05 -2.86